Record 1
{
  "formula": "C3H3N3O",
  "method": "ωB97M-V with the def2-TZVPD basis set",
  "elements": ["N", "C", "N", "N", "O", "C", "C", "H", "H", "H"],
  "xyz": [[-0.771, -0.088, -1.914], [-0.104, 0.172, -0.934], [-1.726, -2.203, -0.080], [-1.617, -1.428, 0.694], [-0.033, 0.448, 2.225], [0.781, 0.814, 1.408], [0.750, 0.666, -0.052], [-0.524, -0.898, -2.471], [1.685, 1.378, 1.719], [1.560, 1.139, -0.596]],
  "nbo_charge": [-0.611, 0.523, -0.016, 0.024, -0.522, 0.410, -0.581, 0.401, 0.113, 0.257],
  "lumo_energy_ev": 0.33,
  "smiles": "N=C=CC=O.N#N",
  "homo_lumo_gap_ev": 10.036,
  "max_force_ha_per_bohr": 0.0383,
  "total_energy_ha": -355.59262,
  "molar_mass_g_mol": 97.1
}



Record 2
{
  "formula": "C25H26Cl3N5RuS2",
  "method": "ωB97M-V with the def2-TZVPD basis set",
  "elements": ["Ru", "C", "C", "C", "C", "C", "C", "C", "N", "N", "C", "C", "C", "C", "C", "C", "N", "C", "C", "C", "C", "C", "C", "N", "H", "H", "H", "H", "H", "H", "H", "H", "H", "H", "H", "H", "H", "H", "H", "H", "H", "H", "H", "H", "C", "C", "S", "C", "C", "S", "H", "H", "H", "H", "H", "H", "Cl", "C", "Cl", "Cl", "C", "N"],
  "xyz": [[-0.124, 0.379, -0.101], [0.014, -2.055, -2.344], [1.452, -2.422, -2.002], [2.439, -1.287, -1.867], [3.737, -1.495, -2.320], [4.683, -0.497, -2.185], [4.296, 0.699, -1.607], [2.985, 0.837, -1.195], [2.062, -0.128, -1.310], [-0.846, -1.722, -1.191], [-0.882, -2.802, -0.192], [0.137, -2.672, 0.916], [0.332, -3.724, 1.802], [1.297, -3.596, 2.783], [2.049, -2.430, 2.842], [1.777, -1.430, 1.932], [0.830, -1.541, 0.993], [-2.206, -1.496, -1.690], [-3.089, -0.826, -0.668], [-4.469, -0.873, -0.795], [-5.251, -0.222, 0.143], [-4.627, 0.451, 1.182], [-3.245, 0.445, 1.237], [-2.485, -0.183, 0.332], [-0.438, -2.899, -2.883], [0.002, -1.194, -3.016], [1.816, -3.071, -2.799], [1.492, -3.030, -1.096], [3.994, -2.441, -2.777], [5.697, -0.648, -2.532], [4.987, 1.520, -1.481], [2.643, 1.764, -0.755], [-0.744, -3.772, -0.687], [-1.873, -2.828, 0.263], [-0.259, -4.626, 1.711], [1.468, -4.398, 3.489], [2.823, -2.294, 3.582], [2.326, -0.497, 1.942], [-2.665, -2.444, -2.001], [-2.146, -0.869, -2.580], [-4.918, -1.420, -1.615], [-6.330, -0.243, 0.067], [-5.194, 0.968, 1.943], [-2.713, 0.957, 2.028], [1.096, 3.017, 3.954], [0.679, 2.563, 2.577], [-0.172, 1.122, 2.458], [0.998, 3.364, 1.454], [1.775, 4.641, 1.641], [0.542, 2.964, -0.117], [0.812, 2.282, 4.701], [0.628, 3.970, 4.211], [2.177, 3.167, 4.004], [1.672, 5.055, 2.640], [1.456, 5.386, 0.914], [2.839, 4.458, 1.465], [-1.994, 4.840, -2.308], [-2.799, 3.332, -2.674], [-4.277, 3.150, -1.722], [-3.133, 3.179, -4.398], [-1.910, 2.214, -2.302], [-1.223, 1.352, -1.991]],
  "nbo_charge": [1.119, -0.214, -0.448, 0.227, -0.243, -0.138, -0.255, 0.055, -0.498, -0.456, -0.274, 0.223, -0.251, -0.129, -0.253, 0.079, -0.500, -0.263, 0.214, -0.247, -0.135, -0.252, 0.068, -0.503, 0.191, 0.223, 0.236, 0.233, 0.225, 0.231, 0.234, 0.221, 0.211, 0.238, 0.229, 0.233, 0.237, 0.216, 0.203, 0.239, 0.230, 0.233, 0.238, 0.227, -0.666, -0.141, -0.125, -0.144, -0.665, -0.159, 0.238, 0.231, 0.229, 0.224, 0.239, 0.234, 0.125, -0.234, 0.090, 0.099, 0.338, -0.362],
  "lumo_energy_ev": [-1.93, -3.73],
  "multiplicity": 6,
  "homo_lumo_gap_ev": [7.537, 6.894],
  "max_force_ha_per_bohr": 0.0122,
  "total_energy_ha": -3513.63300,
  "charge": 1,
  "molar_mass_g_mol": 668.1
}



Record 3
{
  "formula": "CH2Cl2N2",
  "method": "ωB97M-V with the def2-TZVPD basis set",
  "elements": ["C", "N", "N", "Cl", "Cl", "H", "H"],
  "xyz": [[-0.141, 0.794, -0.426], [0.707, 1.248, -1.174], [-0.917, 0.759, 0.503], [0.424, -2.118, 0.836], [1.937, 0.196, -1.796], [-1.792, 0.336, 0.426], [-0.219, -1.214, 1.631]],
  "nbo_charge": [0.638, -0.497, -0.680, -0.299, 0.147, 0.395, 0.296],
  "lumo_energy_ev": -0.06,
  "smiles": "N=C=NCl.Cl",
  "homo_lumo_gap_ev": 10.216,
  "max_force_ha_per_bohr": 0.0420,
  "total_energy_ha": -1069.12603,
  "molar_mass_g_mol": 112.9
}



Record 4
{
  "formula": "C3H2AlO3",
  "method": "ωB97M-V with the def2-TZVPD basis set",
  "elements": ["O", "C", "C", "O", "C", "O", "Al", "H", "H"],
  "xyz": [[-1.430, 0.309, 0.080], [-1.498, -1.149, 0.009], [-0.224, -1.520, -0.065], [0.650, -0.249, -0.007], [-0.212, 0.698, 0.045], [0.141, 1.925, -0.064], [2.847, -0.104, 0.079], [0.341, -2.444, -0.050], [-0.614, 2.534, -0.027]],
  "nbo_charge": [-0.402, 0.608, -0.060, -0.543, 1.055, -0.543, 1.005, 0.303, 0.577],
  "lumo_energy_ev": [-9.29, -12.54],
  "multiplicity": 2,
  "homo_lumo_gap_ev": [10.461, 7.218],
  "max_force_ha_per_bohr": 0.0772,
  "total_energy_ha": -582.80367,
  "charge": 2,
  "molar_mass_g_mol": 113.0
}



Record 5
{
  "formula": "C3H6N2O",
  "method": "ωB97M-V with the def2-TZVPD basis set",
  "elements": ["C", "N", "C", "N", "C", "O", "H", "H", "H", "H", "H", "H"],
  "xyz": [[-0.496, 1.574, 0.169], [0.499, 0.513, 0.174], [0.169, -0.709, -0.369], [-0.444, -0.998, -1.451], [0.572, -1.887, 0.479], [1.087, -1.761, 1.566], [-0.764, 1.876, -0.848], [-0.076, 2.446, 0.673], [-1.412, 1.267, 0.696], [0.941, 0.384, 1.079], [-0.679, -0.161, -1.987], [0.319, -2.864, 0.034]],
  "nbo_charge": [-0.413, -0.615, 0.316, -0.645, 0.390, -0.513, 0.198, 0.213, 0.188, 0.401, 0.339, 0.142],
  "lumo_energy_ev": 0.15,
  "smiles": "[H]/N=C(/C=O)NC",
  "homo_lumo_gap_ev": 9.788,
  "max_force_ha_per_bohr": 0.0113,
  "total_energy_ha": -302.64249,
  "molar_mass_g_mol": 86.1
}



Record 6
{
  "formula": "C3H5NO3",
  "method": "ωB97M-V with the def2-TZVPD basis set",
  "elements": ["C", "N", "C", "C", "O", "O", "O", "H", "H", "H", "H", "H"],
  "xyz": [[-1.787, -0.588, 0.826], [-0.782, -0.409, -0.125], [0.650, -0.465, 0.178], [1.395, 0.598, -0.697], [0.699, 1.744, -0.407], [2.405, 0.567, -1.320], [-2.912, -0.735, 0.404], [-1.373, -0.567, 1.842], [-1.130, -0.841, -0.971], [0.768, -0.396, 1.251], [1.026, -1.441, -0.137], [1.042, 2.532, -0.844]],
  "nbo_charge": [0.535, -0.616, -0.329, 0.791, -0.702, -0.549, -0.582, 0.113, 0.401, 0.233, 0.209, 0.496],
  "lumo_energy_ev": 0.55,
  "smiles": "O=CNCC(=O)O",
  "homo_lumo_gap_ev": 10.491,
  "max_force_ha_per_bohr": 0.0643,
  "total_energy_ha": -397.79339,
  "molar_mass_g_mol": 103.1
}



Record 7
{
  "formula": "C17H26MoN2O3Si",
  "method": "ωB97M-V with the def2-TZVPD basis set",
  "elements": ["Mo", "N", "C", "C", "C", "C", "C", "C", "C", "C", "N", "C", "H", "H", "H", "H", "H", "H", "H", "H", "C", "C", "C", "O", "C", "O", "O", "H", "H", "H", "H", "H", "H", "H", "C", "Si", "C", "C", "C", "H", "H", "H", "H", "H", "H", "H", "H", "H", "H", "H"],
  "xyz": [[0.317, -0.656, -0.794], [2.339, -0.454, -1.620], [2.616, 0.983, -1.621], [3.862, 1.527, -1.560], [4.032, 2.933, -1.613], [2.952, 3.757, -1.758], [1.642, 3.213, -1.822], [0.486, 3.997, -2.008], [-0.750, 3.413, -2.060], [-0.844, 2.034, -1.870], [0.230, 1.264, -1.697], [1.477, 1.820, -1.718], [3.043, -0.967, -1.094], [2.389, -0.805, -2.577], [4.734, 0.888, -1.497], [5.030, 3.344, -1.564], [3.078, 4.829, -1.830], [0.587, 5.070, -2.112], [-1.649, 3.991, -2.213], [-1.804, 1.534, -1.832], [-3.461, -2.444, 0.300], [-2.409, -2.057, -0.712], [-2.955, -1.828, -2.109], [-1.773, -0.772, -0.291], [-1.283, -3.077, -0.770], [-1.367, -4.246, -0.643], [-0.027, -2.485, -1.051], [-4.238, -1.682, 0.351], [-3.028, -2.607, 1.288], [-3.917, -3.384, -0.009], [-3.768, -1.104, -2.079], [-3.338, -2.770, -2.503], [-2.185, -1.472, -2.798], [-1.981, -0.569, 0.638], [-1.497, 0.246, 2.701], [0.107, -0.747, 2.682], [1.215, -0.164, 4.047], [-0.208, -2.572, 2.796], [1.067, -0.332, 1.065], [-1.584, 0.754, 3.663], [-2.402, -0.366, 2.624], [-1.541, 1.053, 1.960], [0.773, -0.410, 5.015], [1.353, 0.919, 4.016], [2.196, -0.639, 4.005], [-0.976, -2.789, 3.541], [0.699, -3.089, 3.113], [-0.520, -3.033, 1.860], [2.053, -0.811, 1.112], [1.227, 0.760, 1.051]],
  "nbo_charge": [1.644, -0.807, 0.072, -0.153, -0.168, -0.134, -0.106, -0.026, -0.255, 0.126, -0.550, 0.224, 0.434, 0.432, 0.251, 0.260, 0.253, 0.256, 0.269, 0.234, -0.648, 0.156, -0.627, -0.743, 0.755, -0.437, -0.666, 0.242, 0.235, 0.279, 0.245, 0.268, 0.213, 0.553, -1.163, 1.627, -1.119, -1.133, -1.134, 0.294, 0.243, 0.231, 0.270, 0.251, 0.255, 0.270, 0.270, 0.229, 0.254, 0.275],
  "lumo_energy_ev": [-7.72, -7.63],
  "multiplicity": 3,
  "homo_lumo_gap_ev": [8.001, 8.301],
  "max_force_ha_per_bohr": 0.0187,
  "total_energy_ha": -1355.82890,
  "charge": 2,
  "molar_mass_g_mol": 430.4
}



Record 8
{
  "formula": "C5H11BrN",
  "method": "ωB97M-V with the def2-TZVPD basis set",
  "elements": ["C", "C", "C", "C", "C", "N", "Br", "H", "H", "H", "H", "H", "H", "H", "H", "H", "H", "H"],
  "xyz": [[0.364, 1.368, 1.775], [-1.617, 1.174, -1.051], [1.566, -1.674, 0.269], [-0.176, 0.713, -0.858], [0.327, -1.075, 0.882], [0.128, 0.337, 0.540], [0.880, 0.965, 3.429], [0.613, 2.344, 1.364], [-2.371, 0.408, -0.912], [-2.099, 2.023, -0.340], [-1.753, 1.696, -2.037], [2.314, -0.965, 0.253], [1.871, -2.585, 0.923], [1.289, -1.784, -0.740], [0.637, 1.371, -1.054], [-0.052, -0.146, -1.537], [0.433, -1.155, 1.972], [-0.508, -1.595, 0.452]],
  "nbo_charge": [-0.210, -0.654, -0.594, -0.271, -0.272, 0.008, 0.339, 0.217, 0.243, 0.247, 0.268, 0.218, 0.265, 0.218, 0.250, 0.244, 0.235, 0.248],
  "lumo_energy_ev": [-3.00, -7.56],
  "multiplicity": 3,
  "homo_lumo_gap_ev": [9.827, 7.928],
  "max_force_ha_per_bohr": 0.0816,
  "total_energy_ha": -2825.43605,
  "charge": 1,
  "molar_mass_g_mol": 165.1
}



Record 9
{
  "formula": "CH7NO",
  "method": "ωB97M-V with the def2-TZVPD basis set",
  "elements": ["C", "H", "H", "H", "H", "H", "H", "H", "N", "O"],
  "xyz": [[-1.108, -0.740, -0.050], [-1.979, 1.176, -0.689], [-1.762, 0.755, 0.849], [-0.470, -0.775, 0.989], [-2.085, -1.100, 0.115], [-0.722, -1.239, -0.944], [2.257, 1.175, -0.117], [4.100, 0.144, -0.133], [-1.120, 0.713, -0.031], [2.890, -0.109, 0.012]],
  "nbo_charge": [-0.408, 0.319, 0.338, 0.199, 0.165, 0.197, 0.470, 0.466, -0.809, -0.937],
  "lumo_energy_ev": 0.08,
  "homo_lumo_gap_ev": 9.882,
  "max_force_ha_per_bohr": 0.1343,
  "total_energy_ha": -172.09328,
  "molar_mass_g_mol": 49.1
}